(1)
The following is a DFT calculation (the ωB97M-V functional and the def2-TZVPD basis) of an isolated ion of composition C2H2ClN4O and charge -1.

Each line ends with the natural charge from an NBO analysis.
Atoms and positions in Å:
C (-1.685, -0.677, -1.233)  0.81
C (1.032, -0.275, 1.154)  -0.04
N (-1.521, 0.407, -1.741)  -0.46
N (-0.531, 1.358, -1.436)  -0.13
N (0.174, 1.189, -0.448)  0.01
N (0.114, 0.278, 0.467)  -0.46
O (-2.229, -1.692, -1.062)  -0.55
Cl (2.469, 1.153, 1.911)  -0.53
H (1.727, -0.792, 0.546)  0.16
H (0.451, -0.948, 1.841)  0.19

Properties
LUMO energy = 3.665 eV
relative energy (zero: lowest compared OMol25 entry of this formula, charge and spin) = 54.4 kcal per mole
Kohn-Sham gap = 7.85 eV
net charge = -1

=====

(2)
The following is a DFT calculation (the ωB97M-V functional and the def2-TZVPD basis) of the molecule C2H2ClNO.

Each line ends with the natural charge from an NBO analysis.
Atoms and positions in Å:
C (-1.060, -0.510, 0.026)  0.21
C (0.103, 0.258, 0.290)  0.01
N (-2.032, -1.087, -0.073)  -0.23
O (1.060, 0.008, -0.855)  -0.68
Cl (-0.165, 2.072, 0.175)  -0.01
H (0.691, 0.103, 1.141)  0.23
H (1.403, -0.844, -0.705)  0.47

Properties
LUMO energy = 0.198 eV
relative energy (zero: lowest compared OMol25 entry of this formula, charge and spin) = 9.6 kcal per mole
Kohn-Sham gap = 12.01 eV
net charge = 0

=====

(3)
The following is a DFT calculation (the ωB97M-V functional and the def2-TZVPD basis) of the molecule C2H2ClNO.

Each line ends with the natural charge from an NBO analysis.
Atoms and positions in Å:
C (0.466, -0.112, -0.781)  0.70
C (-0.058, 0.425, 0.479)  -0.14
N (-0.529, -0.801, -0.095)  -0.65
O (1.108, -0.197, -1.775)  -0.51
Cl (-0.919, 1.988, 0.697)  -0.02
H (0.951, 0.331, 1.193)  0.20
H (-1.018, -1.634, 0.281)  0.43

Properties
LUMO energy = 0.724 eV
relative energy (zero: lowest compared OMol25 entry of this formula, charge and spin) = 32.7 kcal per mole
Kohn-Sham gap = 10.94 eV
net charge = 0

=====

(4)
The following is a DFT calculation (the ωB97M-V functional and the def2-TZVPD basis) of the molecule C2H2ClNO2.

Each line ends with the natural charge from an NBO analysis.
Atoms and positions in Å:
C (-0.721, 0.701, 0.782)  -0.31
C (0.276, 0.412, -0.098)  0.01
N (0.318, -0.948, -0.676)  0.50
O (-0.596, -1.669, -0.385)  -0.37
O (1.207, -1.132, -1.463)  -0.34
Cl (1.838, 1.214, -0.347)  0.05
H (-0.788, 1.525, 1.302)  0.21
H (-1.534, -0.104, 0.886)  0.26

Properties
LUMO energy = -0.810 eV
relative energy (zero: lowest compared OMol25 entry of this formula, charge and spin) = 93.1 kcal per mole
Kohn-Sham gap = 9.90 eV
net charge = 0

=====

no.,strongest force on any atom (eV/A)
1,6.26
2,5.29
3,4.64
4,7.12